[1]
Below is a structure of composition C6H18AlFO3, with properties calculated with ωB97M-V with the def2-TZVPD basis set.

XYZ file:
```
29
Properties=species:S:1:pos:R:3:mulliken_charge:R:1
Al -2.15 2.86 2.33 1.041
F -1.25 1.18 0.17 -0.809
C 1.73 1.54 1.66 -0.843
C 1.58 0.75 2.98 -0.244
O 0.41 1.13 3.68 -0.483
H 0.83 1.50 1.05 0.106
H 2.58 1.06 1.16 0.320
H 2.08 2.55 1.83 0.423
H 2.43 0.96 3.65 0.347
H 1.51 -0.32 2.80 0.278
H 0.55 2.02 4.04 0.354
C -0.81 -3.54 1.06 -1.231
C -0.84 -2.38 0.08 0.111
O 0.08 -1.41 0.46 -0.200
H -1.35 -3.34 1.99 0.344
H 0.17 -3.84 1.43 0.359
H -1.18 -4.46 0.61 0.381
H -1.79 -1.90 -0.18 0.399
H -0.49 -2.80 -0.90 0.283
H -0.28 -0.51 0.31 0.251
C -0.13 1.32 -4.28 -1.212
C -0.36 0.67 -2.90 0.102
O -1.55 1.19 -2.40 -0.221
H 0.74 0.82 -4.70 0.389
H 0.00 2.40 -4.20 0.362
H -0.90 1.06 -5.01 0.355
H 0.47 0.85 -2.20 0.341
H -0.50 -0.41 -3.11 0.265
H -1.55 1.06 -1.41 0.430
```

Computed properties:
ΔE to the lowest compared entry with this formula, charge and spin = 1.8612 eV
Orbital gap = 2.7 eV
LUMO level = -13.97 eV
Total charge = +2



[2]
Below is a structure of composition Cl4N2O6Zr, with properties calculated with ωB97M-V with the def2-TZVPD basis set.

XYZ file:
```
13
Properties=species:S:1:pos:R:3:mulliken_charge:R:1
Zr 5.91 6.79 7.09 1.474
Cl 3.33 7.06 7.61 -0.467
Cl 5.60 4.90 5.48 -0.294
Cl 4.21 3.21 8.81 -0.964
Cl 6.66 5.83 9.34 -0.417
N 8.79 7.80 6.00 1.014
O 9.98 7.63 6.09 -0.632
O 7.98 6.99 6.38 -0.526
O 8.38 8.58 5.16 -0.556
N 5.20 8.47 4.12 0.870
O 4.69 8.03 3.11 -0.566
O 5.47 7.82 5.18 -0.346
O 4.87 9.62 4.46 -0.590
```

Computed properties:
ΔE to the lowest compared entry with this formula, charge and spin = 4.4422 eV
Orbital gap = 5.4 eV
LUMO level = 4.03 eV
Total charge = -2



[3]
Below is the molecule C3H8N2O, with properties calculated with ωB97M-V with the def2-TZVPD basis set.

XYZ file:
```
14
Properties=species:S:1:pos:R:3:mulliken_charge:R:1
C -1.28 0.10 -0.45 -1.868
C 0.58 1.44 0.27 -1.483
C 0.00 0.06 0.45 0.655
N 0.32 -2.31 0.33 -0.071
N 0.78 -1.01 0.12 0.046
O 1.04 -3.18 -0.13 -0.451
H -1.02 0.14 -1.46 0.497
H -1.76 -0.82 -0.40 0.492
H -1.76 0.96 -0.33 0.485
H 0.46 1.66 -0.76 0.397
H 1.55 1.59 0.66 0.402
H 0.02 2.23 0.71 0.410
H -0.52 -0.02 1.46 0.188
H 1.59 -0.85 -0.47 0.299
```

Computed properties:
ΔE to the lowest compared entry with this formula, charge and spin = 4.0529 eV
Orbital gap = 10.3 eV
SMILES = CC(C)NN=O
LUMO level = 0.71 eV



[4]
Below is the ion CHBr2N4 with charge +1, with properties calculated with ωB97M-V with the def2-TZVPD basis set.

XYZ file:
```
8
Properties=species:S:1:pos:R:3:mulliken_charge:R:1
Br 2.10 -1.74 -0.18 0.280
N 0.47 -0.88 -0.05 0.381
N -0.70 -1.42 -0.01 -0.181
N -1.60 -0.46 0.10 -0.210
C -0.97 0.69 0.07 0.065
N 0.35 0.47 -0.02 -0.048
Br 1.74 1.67 -0.06 0.277
H -1.39 1.67 0.15 0.436
```

Computed properties:
Orbital gap = 10.3 eV
SMILES = Brn1nnc[n+]1Br
LUMO level = -5.85 eV
Total charge = +1



[5]
Below is a structure of composition C31H34As2FN3OPb, with properties calculated with ωB97M-V with the def2-TZVPD basis set.

XYZ file:
```
73
Properties=species:S:1:pos:R:3:mulliken_charge:R:1
Pb 0.00 0.13 0.32 1.103
C -3.60 1.71 2.84 -1.584
C -2.48 0.92 2.24 0.779
N -1.86 1.30 1.18 0.658
N -2.19 2.45 0.57 -1.022
C -1.58 2.56 -0.61 0.309
O -0.80 1.67 -1.12 -0.371
C -1.82 3.80 -1.38 0.266
C -2.41 4.91 -0.78 -0.309
C -2.59 6.07 -1.52 -0.747
C -2.20 6.11 -2.86 -0.365
C -1.61 5.00 -3.45 -0.721
C -1.42 3.85 -2.71 -0.247
C -2.07 -0.37 2.84 0.349
C -2.64 -0.83 4.03 -0.671
C -2.24 -2.06 4.54 -0.562
C -1.30 -2.81 3.85 -0.959
C -0.78 -2.28 2.68 -0.444
N -1.16 -1.10 2.19 0.184
H -3.75 2.62 2.27 0.340
H -3.37 1.98 3.88 0.400
H -4.52 1.13 2.84 0.364
H -2.72 4.86 0.25 0.435
H -3.05 6.93 -1.06 0.408
H -2.35 7.01 -3.43 0.405
H -1.31 5.04 -4.49 0.420
H -0.96 2.98 -3.16 0.412
H -3.38 -0.24 4.54 0.474
H -2.66 -2.42 5.46 0.446
H -0.97 -3.78 4.21 0.477
H -0.03 -2.83 2.11 0.692
C 3.39 0.33 -2.91 -1.533
As 1.56 -0.10 -2.43 1.022
C 0.76 0.25 -4.18 -1.358
C 1.61 -2.05 -2.34 0.153
C 2.76 -2.76 -2.68 -0.523
C 2.81 -4.14 -2.58 -0.858
C 1.71 -4.85 -2.13 -0.779
C 0.56 -4.17 -1.77 -0.663
C 0.50 -2.78 -1.87 0.228
As -1.11 -1.86 -1.29 0.774
C -2.11 -1.50 -2.91 -0.919
C -2.26 -3.19 -0.50 -1.471
H 4.11 0.04 -2.14 0.425
H 3.44 1.41 -3.04 0.439
H 3.66 -0.14 -3.85 0.466
H 0.84 -0.62 -4.83 0.436
H 1.31 1.08 -4.63 0.524
H -0.28 0.56 -4.08 0.245
H 3.63 -2.23 -3.04 0.388
H 3.71 -4.67 -2.86 0.440
H 1.74 -5.93 -2.05 0.432
H -0.30 -4.73 -1.41 0.381
H -2.37 -2.47 -3.33 0.407
H -1.52 -0.94 -3.63 0.192
H -3.01 -0.95 -2.66 0.405
H -2.46 -3.97 -1.24 0.523
H -3.19 -2.69 -0.25 0.435
H -1.84 -3.64 0.40 0.424
F 4.16 0.10 6.16 -0.258
C 3.78 0.13 4.90 0.423
C 3.47 1.36 4.34 -0.701
C 3.06 1.39 3.03 -0.338
C 2.98 0.19 2.28 0.696
C 2.63 0.23 0.92 -1.510
C 3.31 -1.04 2.90 -0.191
C 3.72 -1.08 4.20 -0.769
H 3.56 2.26 4.93 0.493
H 2.81 2.33 2.56 0.456
H 2.76 -0.66 0.32 0.459
H 2.60 1.17 0.40 0.729
H 3.26 -1.96 2.32 0.464
H 4.00 -2.00 4.69 0.490
```

Computed properties:
ΔE to the lowest compared entry with this formula, charge and spin = 0.3369 eV
Orbital gap = 5.2 eV
LUMO level = -7.77 eV
Total charge = +2



[6]
Below is a structure of composition C46H46N2PS4TeW, with properties calculated with ωB97M-V with the def2-TZVPD basis set.

XYZ file:
```
101
Properties=species:S:1:pos:R:3:mulliken_charge:R:1
W 0.87 0.28 0.32 -0.873
S 0.47 0.36 2.82 -0.369
S 1.67 1.61 5.51 -0.038
S 1.44 3.13 4.36 0.122
S 0.51 2.34 2.49 -0.121
C 2.25 -3.66 -0.22 -1.591
C 1.34 -3.30 -1.36 1.544
C 0.73 -4.32 -2.08 -0.918
C 0.02 -4.07 -3.24 -1.050
C -0.04 -2.78 -3.73 -0.525
C 0.56 -1.73 -3.05 0.677
C 0.62 -0.37 -3.68 -1.045
C 1.21 -1.97 -1.83 -0.898
N 1.79 -0.89 -1.10 0.868
C 3.13 -0.70 -1.28 1.107
C 3.93 -1.40 -2.34 -2.340
C 3.71 0.12 -0.34 0.784
C 5.17 0.45 -0.32 -1.723
N 2.83 0.54 0.62 1.308
C 3.42 1.06 1.81 -1.025
C 3.74 0.16 2.84 1.417
C 3.38 -1.30 2.74 -1.393
C 4.40 0.62 3.96 -0.703
C 4.77 1.95 4.07 -0.936
C 4.41 2.84 3.07 -0.930
C 3.73 2.42 1.93 1.084
C 3.35 3.40 0.87 -0.701
H 1.73 -4.29 0.51 0.503
H 2.65 -2.78 0.28 -0.180
H 3.09 -4.24 -0.60 0.424
H 0.83 -5.34 -1.73 0.503
H -0.45 -4.88 -3.78 0.455
H -0.53 -2.58 -4.67 0.490
H -0.18 -0.25 -4.39 0.611
H 1.57 -0.25 -4.21 0.436
H 0.58 0.41 -2.92 -0.483
H 3.29 -1.94 -3.03 0.463
H 4.63 -2.10 -1.88 0.352
H 4.52 -0.68 -2.90 0.539
H 5.51 0.72 -1.32 0.460
H 5.76 -0.41 0.00 0.335
H 5.39 1.27 0.36 0.386
H 2.63 -1.46 1.95 -0.404
H 2.97 -1.65 3.68 0.489
H 4.27 -1.89 2.50 0.373
H 4.64 -0.07 4.76 0.492
H 5.31 2.30 4.93 0.397
H 4.67 3.89 3.17 0.449
H 3.85 4.35 1.03 0.653
H 2.27 3.58 0.88 0.031
H 3.60 3.04 -0.13 0.113
C -4.42 -0.91 -2.56 -0.820
C -3.25 -0.38 -3.08 -0.701
C -2.43 0.41 -2.30 -0.685
C -2.78 0.67 -0.98 0.807
C -3.96 0.16 -0.46 -0.536
C -4.78 -0.62 -1.25 -0.816
P -1.63 1.55 0.14 1.469
C -2.79 2.78 0.85 1.095
C -3.73 3.39 0.01 -0.742
C -4.56 4.38 0.51 -0.865
C -4.47 4.76 1.84 -0.586
C -3.57 4.13 2.68 -0.820
C -2.73 3.14 2.19 -0.557
C -0.56 2.55 -0.98 0.519
C -0.89 3.69 -1.69 -0.393
C 0.05 4.23 -2.56 -0.879
C 1.29 3.61 -2.72 -1.062
C 1.61 2.49 -1.98 0.251
C 0.71 1.93 -1.07 0.290
H -5.06 -1.53 -3.17 0.438
H -2.98 -0.58 -4.10 0.463
H -1.54 0.85 -2.71 0.337
H -4.26 0.39 0.56 0.462
H -5.71 -1.01 -0.85 0.447
H -3.82 3.09 -1.02 0.520
H -5.27 4.86 -0.14 0.439
H -5.12 5.53 2.22 0.410
H -3.52 4.40 3.73 0.466
H -2.03 2.66 2.85 0.352
H -1.85 4.17 -1.57 0.514
H -0.19 5.12 -3.12 0.401
H 2.00 4.02 -3.42 0.469
H 2.58 2.02 -2.12 0.324
C -2.01 -2.86 -0.43 0.228
Te -0.47 -2.08 0.89 -0.131
C -2.22 -1.64 2.09 -0.402
C -3.17 -2.76 1.77 0.434
C -4.11 -3.20 2.68 -0.874
C -4.94 -4.26 2.35 -0.683
C -4.81 -4.89 1.13 -0.710
C -3.88 -4.44 0.21 -0.714
C -3.05 -3.38 0.52 0.581
H -1.62 -3.64 -1.07 0.659
H -2.40 -2.05 -1.05 -0.646
H -2.63 -0.66 1.81 -0.082
H -1.97 -1.61 3.15 0.789
H -4.20 -2.71 3.64 0.529
H -5.67 -4.61 3.07 0.432
H -5.44 -5.73 0.88 0.451
H -3.78 -4.93 -0.75 0.510
```

Computed properties:
2S+1 = 3
Orbital gap (alpha / beta) = 6.1 / 6.1 eV
LUMO level (alpha / beta) = -3.87 / -3.84 eV
Total charge = +1



[7]
Below is the molecule C22H27NO, with properties calculated with ωB97M-V with the def2-TZVPD basis set.

XYZ file:
```
51
Properties=species:S:1:pos:R:3:mulliken_charge:R:1
C -4.61 -1.09 1.41 -1.355
C -4.33 -0.53 0.02 0.431
C -4.35 -1.59 -1.07 -0.836
H -4.30 -1.10 -2.04 0.348
H -5.29 -2.14 -1.03 0.416
C -3.19 -2.59 -0.97 -0.887
C -1.87 -1.93 -1.15 -0.252
C -0.91 -1.89 -0.24 -1.040
C 0.44 -1.26 -0.43 0.158
N 0.36 -0.02 -1.19 0.080
C -0.50 1.00 -0.94 0.322
O -1.37 0.97 -0.10 -0.648
C -0.28 2.21 -1.84 -0.995
C 0.71 3.18 -1.17 -1.234
C 2.03 2.52 -0.89 0.264
C 2.89 2.19 -1.94 -0.026
C 4.09 1.55 -1.69 -0.646
C 4.45 1.24 -0.39 -0.569
C 3.61 1.57 0.65 -0.586
C 2.41 2.20 0.40 -0.177
H 1.75 2.45 1.22 0.347
H 3.89 1.33 1.67 0.524
H 5.39 0.74 -0.20 0.420
H 4.74 1.30 -2.52 0.406
H 2.61 2.45 -2.95 0.401
H 0.27 3.53 -0.24 0.373
H 0.85 4.04 -1.83 0.412
H -1.24 2.71 -1.98 0.431
H 0.11 1.89 -2.82 0.414
H 1.14 0.18 -1.80 0.347
C 1.16 -1.06 0.88 0.255
C 0.55 -0.38 1.92 -0.226
C 1.21 -0.20 3.12 -0.697
C 2.49 -0.70 3.30 -0.477
C 3.11 -1.38 2.26 -0.740
C 2.45 -1.56 1.06 -0.292
H 2.93 -2.09 0.26 0.368
H 4.10 -1.78 2.39 0.390
H 3.00 -0.56 4.24 0.397
H 0.73 0.34 3.93 0.411
H -0.45 0.01 1.78 0.525
H 1.05 -1.94 -1.06 0.627
H -1.06 -2.37 0.72 0.321
H -1.72 -1.44 -2.11 0.389
H -3.32 -3.35 -1.75 0.366
H -3.22 -3.10 -0.01 0.399
H -3.36 -0.03 0.03 -0.260
H -5.09 0.22 -0.21 0.381
H -5.55 -1.64 1.42 0.365
H -3.82 -1.76 1.73 0.270
H -4.68 -0.29 2.14 0.386
```

Computed properties:
ΔE to the lowest compared entry with this formula, charge and spin = 0.0891 eV
Orbital gap = 9.5 eV
SMILES = CCCC/C=C/[C@@H](NC(=O)CCc1ccccc1)c1ccccc1
LUMO level = 0.76 eV



[8]
Below is a cluster of 3 separate species, C3H10NO4 in total, with properties calculated with ωB97M-V with the def2-TZVPD basis set.

XYZ file:
```
18
Properties=species:S:1:pos:R:3:mulliken_charge:R:1
C 0.33 -1.03 -0.75 -0.545
C 0.27 0.50 -0.94 -0.324
C 0.08 1.25 0.45 0.254
O -0.95 1.07 1.14 -0.770
O 1.03 2.04 0.71 -0.728
N -0.51 -1.68 0.24 -0.729
H -0.02 -1.41 -1.71 0.302
H 1.36 -1.37 -0.62 0.276
H 1.21 0.98 -1.23 0.297
H -0.37 0.78 -1.79 0.362
H -1.49 -1.45 0.08 0.285
H -0.50 -1.20 1.15 0.338
H 2.21 0.48 1.41 0.337
H 3.21 -0.60 1.32 0.281
O 3.16 0.36 1.23 -0.627
H -3.06 -0.01 -0.93 0.268
H -2.64 0.89 0.37 0.399
O -3.32 0.39 -0.12 -0.675
```

Computed properties:
ΔE to the lowest compared entry with this formula, charge and spin = 1.4549 eV
Orbital gap = 8.5 eV
LUMO level = 3.79 eV
Total charge = -1



[9]
Below is a structure of composition C35H37FeN11O2S2, with properties calculated with ωB97M-V with the def2-TZVPD basis set.

XYZ file:
```
88
Properties=species:S:1:pos:R:3:mulliken_charge:R:1
Fe 0.25 0.03 -0.12 1.532
C -1.37 -1.39 6.35 -1.613
C -1.19 -0.65 5.06 0.455
C -2.27 -0.03 4.45 -0.959
C -2.11 0.66 3.27 -0.205
C -0.86 0.79 2.63 0.907
N -0.76 1.50 1.46 -0.403
C -1.43 2.67 1.37 0.725
C -1.73 3.41 2.55 0.100
C -2.46 4.57 2.55 -1.257
C -2.90 5.12 1.34 0.137
C -3.70 6.37 1.28 -1.601
C -2.54 4.47 0.18 -0.823
C -1.84 3.27 0.15 0.462
N -1.59 2.71 -1.12 0.011
C -2.11 3.15 -2.29 0.187
C -1.50 2.46 -3.31 -1.668
C -0.62 1.60 -2.66 -0.034
N -0.69 1.75 -1.35 -0.302
C 0.24 0.15 3.26 0.059
C 0.05 -0.57 4.44 -0.404
N 1.56 0.28 2.79 0.544
C 2.67 0.28 3.56 -0.061
C 3.75 0.47 2.74 -1.316
C 3.20 0.57 1.46 -0.292
N 1.88 0.45 1.50 -0.538
H -2.36 -1.23 6.75 0.385
H -0.63 -1.07 7.09 0.368
H -1.23 -2.46 6.19 0.296
H -3.25 -0.08 4.90 0.395
H -2.97 1.10 2.79 0.705
H -1.36 3.03 3.49 0.559
H -2.68 5.07 3.48 0.423
H -4.22 6.57 2.21 0.398
H -4.43 6.32 0.47 0.393
H -3.05 7.22 1.07 0.317
H -2.81 4.94 -0.75 0.354
H -2.88 3.88 -2.35 0.420
H -1.67 2.58 -4.36 0.476
H 0.07 0.90 -3.09 0.633
H 0.88 -1.08 4.89 0.542
H 2.63 0.17 4.63 0.492
H 4.78 0.51 3.01 0.441
H 3.71 0.77 0.53 0.629
O -2.87 -4.90 -0.57 -0.690
C -2.69 -4.63 0.73 0.327
C -3.29 -5.47 1.67 -0.677
C -3.14 -5.24 3.02 -0.546
C -2.36 -4.19 3.48 -0.522
C -1.77 -3.34 2.57 -0.251
C -1.94 -3.53 1.20 0.088
C -1.29 -2.57 0.30 0.609
O -0.68 -1.56 0.78 -0.692
N -1.36 -2.78 -1.00 -0.584
N -0.62 -1.95 -1.77 -0.015
C -0.78 -2.04 -3.03 -0.126
S 0.35 -1.28 -4.13 0.026
C -0.56 -1.70 -5.67 -0.686
C -2.01 -1.91 -5.30 -0.541
S -2.08 -2.96 -3.82 -0.126
H -2.38 -4.24 -1.11 0.588
H -3.85 -6.31 1.30 0.450
H -3.64 -5.89 3.73 0.404
H -2.21 -4.04 4.54 0.314
H -1.16 -2.51 2.89 0.205
H -0.10 -2.60 -6.08 0.315
H -0.42 -0.87 -6.35 0.416
H -2.56 -2.41 -6.10 0.398
H -2.51 -0.97 -5.05 0.274
C 4.00 -3.10 -4.26 -1.313
C 4.91 -1.88 -4.38 0.852
C 4.31 -0.84 -5.33 -1.338
C 5.23 -1.26 -3.01 -1.267
N 4.06 -0.69 -2.41 0.826
C 3.05 -1.26 -1.73 -0.623
N 2.16 -0.33 -1.47 0.390
N 2.63 0.80 -1.99 -0.069
N 3.75 0.60 -2.55 -0.839
H 3.91 -3.59 -5.22 0.422
H 3.01 -2.81 -3.93 0.167
H 4.41 -3.82 -3.55 0.360
H 5.88 -2.21 -4.79 0.328
H 3.33 -0.52 -4.98 0.135
H 4.20 -1.26 -6.32 0.439
H 4.95 0.04 -5.40 0.374
H 5.94 -0.45 -3.13 0.380
H 5.63 -2.02 -2.33 0.436
H 2.99 -2.29 -1.44 0.514
```

Computed properties:
ΔE to the lowest compared entry with this formula, charge and spin = 1.4962 eV
2S+1 = 6
Orbital gap (alpha / beta) = 7.5 / 5.0 eV
LUMO level (alpha / beta) = -2.00 / -4.56 eV
Total charge = +1



| no. | F_max (Eh/bohr) | E_tot (eV) |
| --- | --- | --- |
| 1 | 0.0618 | -21945.7703 |
| 2 | 0.1418 | -66634.2230 |
| 3 | 0.1120 | -8265.2731 |
| 4 | 0.0128 | -147086.8436 |
| 5 | 0.0142 | -168843.5501 |
| 6 | 0.0289 | -113173.3210 |
| 7 | 0.0148 | -26790.3565 |
| 8 | 0.0505 | -12954.8578 |
| 9 | 0.0354 | -113433.6009 |